No. 1
Here is C3H2O3Tb as an isolated structure in a non-equilibrium geometry from OMol25. Energies are from ωB97M-V with the def2-TZVPD basis set.

Geometry (Å):
O -0.733505 -0.258315 0.124702
C -0.393563 -1.656169 0.259408
C 0.929504 -1.840388 0.362443
O 1.858155 -0.974356 0.311153
Tb 1.271068 0.952563 0.226424
H -1.226859 -2.344236 0.336790
C -1.860942 0.007913 -0.540008
O -1.630679 1.163768 -1.105355
H -2.457083 1.561946 -1.408518

Forces on the atoms, in the same order (eV/Å):
2.7 -1.9 0.6
-0.2 -1.2 0.8
-0.2 4.9 -0.9
-0.3 -6.5 0.5
0.0 4.6 -0.1
0.2 0.0 -0.1
-2.4 0.5 -1.5
0.6 -0.4 1.2
-0.4 0.0 -0.5

## Properties
- spin multiplicity = 8
- orbital gap (alpha / beta) (eV) = 5.82 / 6.47
- charge = +2
- maximum force (eV/A) = 6.527
- ΔE to the lowest compared entry with this formula, charge and spin (eV) = 5.666
- LUMO energy (alpha / beta) (eV) = -12.441 / -11.869

No. 2
Here is an isolated ion of composition C4H8NO and charge +1 in a non-equilibrium geometry from OMol25. Energies are from ωB97M-V with the def2-TZVPD basis set.

Geometry (Å):
C -0.203892 1.029823 1.571171
C -0.205106 -0.113292 0.503932
C 0.544906 -0.184183 -0.886752
C -0.456167 -1.121199 -1.429420
N -1.391467 -0.552046 -0.247807
O -2.523203 -0.472400 -0.171206
H -0.967719 1.706020 1.346222
H 0.673764 1.635449 1.600544
H -0.424298 0.532332 2.476978
H 0.058902 -1.080828 0.861096
H 1.576628 -0.595072 -0.924669
H 0.596920 0.702962 -1.434806
H -0.693635 -0.843743 -2.512574
H -0.366193 -2.226190 -1.260621

Forces on the atoms, in the same order (eV/Å):
-0.3 -2.1 -1.6
1.4 1.9 -0.4
2.3 -1.1 1.4
-1.5 -0.3 -1.2
1.9 -1.2 -2.6
-2.3 0.6 0.8
-1.5 1.0 -0.3
1.0 -0.2 -0.1
0.0 0.0 1.3
0.4 -0.9 1.2
-0.6 0.3 0.7
-0.3 1.6 -0.6
-0.7 -0.7 1.6
0.1 1.1 -0.1

## Properties
- orbital gap (eV) = 10.30
- charge = +1
- maximum force (eV/A) = 3.454
- ΔE to the lowest compared entry with this formula, charge and spin (eV) = 3.919
- LUMO energy (eV) = -6.399

No. 3
Here is an isolated ion of composition C5H10IN2OS and charge +1 in a non-equilibrium geometry from OMol25. Energies are from ωB97M-V with the def2-TZVPD basis set.

Geometry (Å):
C -1.673981 0.165919 0.117054
C -0.388337 0.500953 0.918800
C 0.191106 -1.655259 0.476690
C 2.119321 1.214297 -0.739473
C 1.133395 0.114874 -0.885647
N -2.696486 1.020202 0.151520
N 0.626118 -0.345553 0.490485
O 1.026830 -2.560928 -0.047290
S -1.688762 -1.434678 -0.457203
I -4.733659 0.463435 -0.067091
H -0.063402 1.544395 0.747010
H -0.843866 0.343985 1.960061
H -0.092383 -1.841774 1.505946
H 2.839139 1.282920 -1.511618
H 1.546524 2.177375 -0.860180
H 2.586532 1.166841 0.258709
H 1.584147 -0.863295 -1.141960
H 0.336997 0.347129 -1.584934
H -2.522454 1.828584 0.703099
H 0.713224 -3.469423 -0.033970

Forces on the atoms, in the same order (eV/Å):
-1.2 -0.5 0.1
-2.1 1.3 0.8
-0.3 0.1 1.4
-1.2 1.9 1.0
0.9 -2.8 1.1
0.1 -2.1 -0.5
1.1 0.3 -2.2
0.0 0.5 -0.8
0.1 0.7 0.3
1.4 0.4 0.0
-0.4 -0.4 0.5
1.4 0.2 -0.9
-0.7 -0.8 0.1
0.9 -0.4 -0.7
0.7 -0.6 0.5
0.0 0.2 -0.6
0.2 1.0 -0.9
-0.3 -0.1 0.1
-0.2 0.9 0.3
-0.2 -0.1 0.3

## Properties
- orbital gap (eV) = 8.41
- charge = +1
- maximum force (eV/A) = 3.122
- ΔE to the lowest compared entry with this formula, charge and spin (eV) = 0.000
- LUMO energy (eV) = -5.193

Which of these has the highest ΔE to the lowest compared entry with this formula, charge and spin?
C3H2O3Tb

Which formula does entry 1 have?
C3H2O3Tb